1.
18
Properties=species:S:1:pos:R:3:forces:R:3:mulliken_spin:R:1 method="wB97M-V/def2-TZVPD" spin_multiplicity=7 e_lumo_ev="-0.68 / -0.79" e_above_lowest_kcal_mol=22.5 total_energy_ha=-1154.1690 homo_energy_ev="-6.868 / -7.485" mol_weight_g_mol=282.47 gap_ha="0.228 / 0.246"
H -2.630 0.865 -0.171 0.98 -0.69 0.06 0.0016
Sm 0.025 -0.835 -0.922 0.52 -0.14 -1.21 6.0121
O -2.430 2.213 1.242 0.42 -1.64 -0.41 0.0029
O -0.615 0.966 0.739 -1.14 0.31 0.06 0.0002
C -0.292 0.481 2.073 -0.34 0.57 1.48 -0.0046
C -0.404 -1.046 2.096 -0.72 -0.33 -0.24 0.0108
O -1.071 -1.378 0.907 0.66 -1.46 1.03 -0.0058
C -1.974 1.284 0.616 -0.13 2.92 0.79 0.0017
H 0.627 0.963 2.417 0.10 -0.31 -0.47 -0.0043
H -1.048 0.771 2.812 -0.02 0.79 -0.64 -0.0023
H -1.016 -1.320 2.975 0.07 0.06 -0.18 -0.0021
H 0.565 -1.517 2.335 0.10 -0.15 -0.75 0.0006
C 3.698 0.707 -2.020 0.01 -0.14 0.00 0.0001
C 3.235 -0.537 -2.252 0.35 0.02 0.03 -0.0058
O 1.986 -0.952 -2.179 -0.56 0.19 0.59 -0.0055
H 4.759 0.921 -2.155 -0.34 -0.06 0.13 0.0003
H 3.964 -1.323 -2.513 -0.12 0.25 -0.07 -0.0007
H 3.036 1.517 -1.703 0.16 -0.20 -0.20 0.0005

=====

2.
18
Properties=species:S:1:pos:R:3:forces:R:3:nbo_charge:R:1 method="wB97M-V/def2-TZVPD" smiles="C[C@]1(O)OC(O)=C(O)[C@@H]1O" e_lumo_ev=0.25 e_above_lowest_kcal_mol=88.3 total_energy_ha=-571.4131 homo_energy_ev=-8.610 mol_weight_g_mol=148.11 gap_ha=0.325
C 2.110 0.449 0.472 3.16 -0.78 3.96 -0.6680
C 0.842 0.378 -0.274 -1.68 0.27 0.25 0.4560
O 1.030 0.816 -1.584 0.11 -3.60 -1.03 -0.7179
O -0.078 1.221 0.362 -3.49 -0.31 0.45 -0.6024
C -1.631 0.572 0.218 6.59 0.89 -0.34 0.5218
O -2.462 1.382 0.767 -1.62 1.81 0.46 -0.6613
C -1.372 -0.636 -0.246 0.70 1.07 0.12 0.1170
O -2.176 -1.644 -0.590 -3.13 -1.02 0.61 -0.6695
C 0.107 -0.986 -0.372 0.20 1.58 -2.11 0.0627
O 0.500 -1.848 0.621 -3.08 -2.45 1.18 -0.6817
H 2.533 1.416 0.863 -1.13 0.02 -1.38 0.2361
H 2.982 0.003 -0.063 -0.92 -0.02 0.32 0.2270
H 2.083 0.011 1.575 -0.39 -0.04 -2.49 0.2353
H 0.997 1.717 -1.551 -0.06 3.85 0.01 0.4696
H -2.243 2.349 0.627 -0.05 -1.70 -0.09 0.5243
H -3.101 -1.514 -0.206 1.85 -0.27 -0.84 0.4921
H 0.289 -1.356 -1.425 -0.09 -0.12 1.01 0.1805
H -0.409 -2.331 0.806 3.06 0.82 -0.08 0.4781

=====

3.
19
Properties=species:S:1:pos:R:3:forces:R:3:nbo_charge:R:1 method="wB97M-V/def2-TZVPD" smiles="C[C@]1(O)OC(=O)O[C@@]1(O)CO" e_lumo_ev=0.51 e_above_lowest_kcal_mol=0.0 total_energy_ha=-646.7971 homo_energy_ev=-10.798 mol_weight_g_mol=164.11 gap_ha=0.415
C -1.842 -0.940 0.640 0.30 0.37 -0.03 -0.6456
C -0.738 0.113 0.621 -0.36 -0.45 -0.27 0.4758
O -0.112 0.242 1.857 0.16 0.09 0.13 -0.7100
O -1.303 1.362 0.246 -0.17 -0.24 0.08 -0.5117
C -0.650 1.938 -0.791 -0.05 0.24 0.09 0.9767
O -0.940 3.001 -1.228 -0.17 0.41 -0.15 -0.5792
O 0.339 1.178 -1.236 0.41 -1.96 0.85 -0.5387
C 0.360 -0.164 -0.433 0.40 1.76 -0.53 0.4657
O 0.047 -1.171 -1.277 -0.01 -0.27 -0.19 -0.6812
C 1.797 -0.280 0.082 -0.51 0.15 0.32 -0.1071
O 2.631 -0.554 -1.011 0.32 -0.11 -0.45 -0.7178
H -2.640 -0.589 1.290 -0.07 0.00 0.08 0.2208
H -1.441 -1.877 1.015 0.00 -0.08 0.01 0.2271
H -2.234 -1.090 -0.362 -0.06 -0.01 -0.02 0.2397
H -0.765 0.546 2.500 0.03 -0.05 -0.03 0.4892
H 0.871 -1.444 -1.725 -0.19 0.13 0.15 0.5049
H 1.860 -1.134 0.760 0.00 0.11 -0.03 0.2047
H 2.086 0.628 0.616 -0.07 -0.12 -0.04 0.2014
H 2.675 0.236 -1.565 0.04 0.01 0.04 0.4852

=====

4.
15
Properties=species:S:1:pos:R:3:forces:R:3:nbo_charge:R:1 method="wB97M-V/def2-TZVPD" smiles=S[C@@]12COC[C@@H]1C2 e_lumo_ev=0.85 e_above_lowest_kcal_mol=30.5 total_energy_ha=-668.6899 homo_energy_ev=-8.935 mol_weight_g_mol=116.18 gap_ha=0.359
S -2.546 -0.208 -0.167 0.65 -0.35 -0.07 -0.0009
C -0.762 -0.059 0.123 -0.17 0.24 -0.08 -0.1849
C 0.087 -1.314 0.359 -1.25 0.14 1.62 -0.0696
O 1.406 -0.900 0.236 0.51 -1.12 1.29 -0.5152
C 1.478 0.183 -0.601 1.07 1.23 -0.92 -0.0643
C 0.188 0.915 -0.533 -1.37 0.71 0.05 -0.2706
C -0.322 1.202 0.877 -0.68 -0.47 -0.99 -0.4230
H -2.530 -1.363 -0.884 0.11 0.44 0.14 0.1262
H -0.159 -2.134 -0.312 -0.17 -0.03 -0.37 0.1706
H -0.068 -1.666 1.404 0.14 -0.01 -0.62 0.1917
H 1.733 -0.161 -1.600 -0.18 0.19 -0.53 0.1696
H 2.284 0.823 -0.261 0.44 0.08 0.07 0.1838
H -0.064 1.622 -1.324 -0.13 -0.44 0.08 0.2361
H 0.403 1.105 1.656 0.17 -0.12 0.59 0.2205
H -1.127 1.954 1.026 0.86 -0.51 -0.27 0.2301

=====

5.
15
Properties=species:S:1:pos:R:3:forces:R:3:nbo_charge:R:1 method="wB97M-V/def2-TZVPD" e_lumo_ev="0.37 / -1.20" e_above_lowest_kcal_mol=167.2 total_energy_ha=-668.4721 homo_energy_ev="-8.421 / -7.963" mol_weight_g_mol=116.18 gap_ha="0.323 / 0.248"
C -0.577 0.367 1.733 1.06 -3.74 -1.24 -0.3188
C -0.470 1.599 1.682 -0.21 6.49 0.03 -0.0936
C -1.256 -1.624 -1.161 1.61 0.23 -2.12 -0.6306
C 0.378 -0.455 0.859 -2.38 -0.86 -2.44 -0.4469
C 0.598 0.262 -0.436 -1.26 -4.12 -3.05 -0.5116
O -1.956 0.905 -1.004 -1.80 0.89 0.40 -0.9730
S -0.948 0.027 -1.559 1.81 0.01 0.34 1.2520
H -1.194 -0.222 2.336 -1.17 -0.53 1.22 0.2195
H -0.177 2.611 1.267 -0.35 -2.00 0.71 0.2218
H -2.151 -1.795 -0.696 -2.18 -0.40 1.38 0.2033
H -0.969 -2.351 -1.924 0.23 0.12 0.35 0.2077
H 1.265 -0.388 1.342 2.96 -0.81 1.72 0.2188
H 0.037 -1.505 0.505 0.58 1.40 1.50 0.2250
H 0.798 1.254 -0.372 0.54 2.98 -0.07 0.2160
H 1.221 -0.251 -1.210 0.56 0.35 1.26 0.2103

=====

6.
16
Properties=species:S:1:pos:R:3:forces:R:3:nbo_charge:R:1 method="wB97M-V/def2-TZVPD" smiles="CC1=CSCSCO1" e_lumo_ev=0.79 e_above_lowest_kcal_mol=28.1 total_energy_ha=-1066.8866 homo_energy_ev=-8.478 mol_weight_g_mol=148.25 gap_ha=0.341
C -2.127 -0.398 1.151 2.01 0.39 0.73 -0.6479
C -0.850 -0.485 0.344 0.03 -0.01 -0.04 0.3418
C 0.205 -1.244 0.683 -0.23 0.04 0.71 -0.4814
S 1.629 -1.650 -0.270 0.30 0.64 0.04 0.2509
C 2.356 -0.023 -0.675 0.80 -0.37 -0.30 -0.7119
S 1.516 0.875 -1.969 -0.90 0.31 0.39 0.2230
C -0.058 1.299 -1.138 -0.41 -0.90 0.22 -0.2145
O -0.990 0.215 -0.837 0.85 0.41 -0.40 -0.5380
H -2.901 -0.626 0.485 -1.42 -0.50 -0.79 0.2295
H -2.080 -1.057 2.011 -0.20 -0.22 -0.04 0.2171
H -2.275 0.612 1.519 -0.04 0.24 -0.04 0.2171
H 0.189 -1.747 1.676 -0.16 0.41 -0.89 0.2296
H 3.374 -0.206 -1.077 -0.62 -0.24 0.07 0.2520
H 2.550 0.623 0.175 -0.42 -0.12 0.41 0.2278
H -0.544 1.939 -1.865 -0.29 -0.11 -0.17 0.2151
H 0.005 1.873 -0.215 0.72 0.03 0.08 0.1900

=====

7.
16
Properties=species:S:1:pos:R:3:forces:R:3:nbo_charge:R:1 method="wB97M-V/def2-TZVPD" smiles="O=C1CCCC1(S)S" e_lumo_ev=0.67 e_above_lowest_kcal_mol=0.0 total_energy_ha=-1066.9314 homo_energy_ev=-9.035 mol_weight_g_mol=148.25 gap_ha=0.357
O 1.021 -1.776 1.326 -0.04 -0.15 0.09 -0.5214
C 0.586 -1.013 0.510 0.04 -0.06 -0.15 0.5839
C 0.937 -0.943 -0.955 0.29 0.04 -0.23 -0.5266
C 0.424 0.415 -1.430 0.05 -0.01 -0.11 -0.4004
C -0.808 0.667 -0.559 0.17 0.09 -0.07 -0.4365
C -0.415 0.101 0.799 -0.58 0.29 0.97 -0.3543
S 0.540 1.365 1.745 -0.19 0.14 -0.53 -0.0054
S -1.827 -0.543 1.773 0.37 -0.25 -0.11 0.0155
H 2.004 -1.097 -1.107 -0.02 -0.09 0.03 0.2454
H 0.406 -1.761 -1.449 -0.03 -0.05 -0.01 0.2414
H 1.174 1.183 -1.238 0.01 -0.01 -0.06 0.2151
H 0.182 0.423 -2.491 0.04 0.04 -0.02 0.2202
H -1.073 1.722 -0.500 -0.11 0.00 -0.02 0.2248
H -1.666 0.109 -0.941 0.02 0.04 0.07 0.2261
H 0.972 0.518 2.674 0.06 -0.21 0.19 0.1477
H -2.457 0.630 1.843 -0.07 0.18 -0.02 0.1244

=====

8.
14
Properties=species:S:1:pos:R:3:forces:R:3:nbo_charge:R:1 method="wB97M-V/def2-TZVPD" smiles="C=CC(=C)CS" e_lumo_ev=0.29 e_above_lowest_kcal_mol=58.4 total_energy_ha=-593.3951 homo_energy_ev=-8.838 mol_weight_g_mol=100.19 gap_ha=0.335
C 0.051 2.863 0.034 0.60 0.16 -0.54 -0.3806
C 0.311 1.550 0.365 1.74 1.58 -1.19 -0.2217
C -0.579 0.366 0.023 -1.86 5.91 -3.27 -0.1233
C -1.623 0.505 -0.847 1.37 -0.93 1.87 -0.3389
C -0.292 -0.789 0.662 2.75 -5.80 5.67 -0.4884
S 0.967 -1.965 -0.186 -0.73 -0.13 0.90 -0.0858
H 0.795 3.756 -0.033 -0.93 -2.12 0.81 0.2153
H -0.912 3.247 -0.406 0.78 -0.99 0.67 0.1904
H 1.414 1.263 0.707 -2.55 0.68 -0.58 0.2198
H -2.231 -0.416 -0.977 0.11 1.17 -0.39 0.2100
H -1.805 1.512 -1.198 -0.49 -0.43 -0.56 0.2090
H 0.276 -0.533 1.677 -1.28 -0.60 -1.95 0.2255
H -1.154 -1.424 0.972 0.52 0.51 -0.59 0.2348
H 0.939 -2.946 0.807 -0.01 1.00 -0.85 0.1338